Entry from the Open Molecules 2025 dataset: a structure of composition C21H30ClCoN4O5Si (ωB97M-V/def2-TZVPD).

As for the expectation value of S²: 3.76. As for the HOMO energy (spin up / spin down): -0.1581 / -0.1684 Eh.

```
! RIJCOSX wB97M-V def2-TZVPD def2/J DEFGRID3
* xyz -1 4
Co -0.5994 -0.2596 0.1677
C -0.4864 -2.2093 -3.1792
C 0.2566 -0.9101 -3.0689
C 1.0461 -0.4278 -4.1041
C 1.6706 0.8038 -3.9169
C 1.5050 1.5153 -2.7540
C 0.6821 0.9750 -1.7311
N 0.0920 -0.2289 -1.9441
N 0.3952 1.4876 -0.5313
Si 0.7510 3.0976 -0.0645
C -0.0307 4.3387 -1.2410
C 2.6101 3.4317 -0.0108
C 0.0757 3.4345 1.6430
H 0.2032 -3.0318 -3.3766
H -1.2056 -2.1710 -4.0000
H -1.0254 -2.4107 -2.2579
H 1.1550 -0.9905 -5.0202
H 2.2983 1.2123 -4.7024
H 2.0024 2.4613 -2.6113
H 0.1864 4.0962 -2.2798
H 0.3409 5.3462 -1.0452
H -1.1125 4.3468 -1.1227
H 2.9965 3.7890 -0.9647
H 3.1459 2.5208 0.2489
H 2.8403 4.1889 0.7403
H -0.9111 3.0011 1.7810
H 0.0080 4.5113 1.8052
H 0.7261 3.0248 2.4137
N 3.5372 -2.2437 1.3345
C 2.3137 -1.6924 1.1210
O 2.0757 -0.5683 1.5353
C 1.3338 -2.5503 0.3544
C -0.1222 -2.2201 0.6433
H 4.2421 -1.6817 1.7810
H 3.7598 -3.1573 0.9817
H 1.6446 -3.5979 0.5219
H 1.5490 -2.3472 -0.7038
H -0.3545 -2.4555 1.6881
H -0.7549 -2.8774 0.0423
N 1.4078 0.0698 4.4917
C 0.0703 0.4533 4.8944
C -0.7951 0.8255 3.7069
O -1.8295 1.4260 3.8240
O -0.3203 0.4267 2.5309
H 1.9557 0.8654 4.1873
H 0.5580 -0.0166 2.6138
H 1.9046 -0.3919 5.2410
H -0.0082 1.2894 5.6036
H -0.4155 -0.4121 5.3553
Cl -2.8629 -1.4714 -6.3451
C -3.0521 -1.2919 -4.6117
C -2.4536 -0.2188 -3.9746
C -2.5953 -0.0987 -2.6012
C -3.3260 -1.0313 -1.8720
C -3.9288 -2.0873 -2.5446
C -3.7927 -2.2305 -3.9152
C -3.4323 -0.9456 -0.3466
O -4.2571 -1.6498 0.2186
O -2.5818 -0.1690 0.2052
H -1.8740 0.4966 -4.5399
H -2.1200 0.7180 -2.0773
H -4.5012 -2.7990 -1.9644
H -4.2471 -3.0571 -4.4434
*
```